No. 1
# C5H7NO

A structure of composition C5H7NO in a non-equilibrium geometry (wB97M-V/def2-TZVPD, the Open Molecules 2025 dataset).

Last column: Löwdin charge in e.
Geometry (Å):
C (0.0861, -1.2804, 2.1737)  0.006
C (0.0579, -0.7490, 0.9161)  -0.479
C (-0.2084, 0.6176, 0.4488)  0.002
C (0.0521, 0.6227, -0.9950)  -0.325
N (0.0082, 1.7578, -1.8222)  0.082
C (0.2304, -0.6653, -1.3344)  -0.063
O (0.1623, -1.5115, -0.2329)  0.002
H (-1.1655, -0.3045, 0.9133)  0.244
H (-0.0336, -0.6189, 3.0261)  0.052
H (-0.0567, -2.3437, 2.2959)  0.049
H (-0.3128, 1.5013, 1.0685)  0.127
H (0.4824, 2.5590, -1.4207)  0.087
H (0.3925, 1.5781, -2.7445)  0.090
H (0.3051, -1.1631, -2.2927)  0.125

Output
**Calculated total energy**: -8831.827 eV
**Energy above the lowest of the compared OMol25 structures with the same formula, charge and spin**: 4.3756 eV
**Orbital gap**: 0.2778 hartree

No. 2
# C5H7NO

An isolated molecule of C5H7NO in a non-equilibrium geometry (wB97M-V/def2-TZVPD, the Open Molecules 2025 dataset).

Last column: Löwdin charge in e.
Geometry (Å):
C (1.8308, 0.3968, -0.0561)  -0.093
N (-0.4173, -1.3476, 0.0531)  -0.026
C (-1.0583, -0.6686, -1.0276)  -0.030
C (-0.5319, -0.1220, 0.8867)  -0.229
C (0.4814, 0.7819, 0.4208)  -0.075
C (-1.7522, 0.3454, -0.3323)  -0.333
O (-2.6277, 1.1640, -0.4023)  0.071
H (-1.0100, -2.0986, 0.4134)  0.118
H (-0.9902, -0.9522, -2.0722)  0.112
H (-0.8101, -0.2233, 1.9362)  0.132
H (0.3103, 1.8333, 0.6382)  0.118
H (1.8572, -0.6463, -0.3759)  0.071
H (2.5434, 0.4861, 0.7770)  0.087
H (2.1745, 1.0512, -0.8588)  0.078

Output
**Calculated total energy**: -8831.193 eV
**Energy above the lowest of the compared OMol25 structures with the same formula, charge and spin**: 5.0097 eV
**Orbital gap (spin up / spin down)**: 0.2976 / 0.2337 hartree

No. 3
# C5H7NO

A cluster of 2 separate species, C5H7NO in total in a non-equilibrium geometry (wB97M-V/def2-TZVPD, the Open Molecules 2025 dataset).

Last column: Löwdin charge in e.
Geometry (Å):
C (0.7765, 1.4062, -1.0093)  -0.151
C (1.4270, 0.0875, -0.9619)  -0.001
C (-0.5879, -1.1475, 1.2046)  -0.059
C (-1.1231, 0.1749, 1.6831)  -0.307
O (-1.6216, 1.0089, 0.9620)  0.022
C (0.9623, -0.8549, -1.8910)  -0.296
N (0.6548, -1.7335, -2.6007)  0.170
H (1.3094, 1.9010, -1.8470)  0.115
H (0.9671, 2.0040, -0.1157)  0.072
H (-0.2887, 1.4080, -1.2689)  0.085
H (0.5078, -1.0813, 1.1094)  0.071
H (-1.0126, -1.3866, 0.2265)  0.079
H (-0.8078, -1.9477, 1.9204)  0.082
H (-1.0205, 0.3786, 2.7675)  0.117

Output
**Calculated total energy**: -8831.665 eV
**Energy above the lowest of the compared OMol25 structures with the same formula, charge and spin**: 4.5374 eV
**Orbital gap (spin up / spin down)**: 0.2822 / 0.2825 hartree

No. 4
# C5H7NO

An isolated molecule of C5H7NO (wB97M-V/def2-TZVPD, the Open Molecules 2025 dataset).

Last column: Löwdin charge in e.
Geometry (Å):
C (1.5906, -0.0906, -1.0764)  -0.014
N (0.4240, 0.2940, -0.2741)  -0.078
C (0.0139, 1.4313, 0.4491)  -0.095
C (-1.1006, 1.0922, 1.1715)  -0.116
C (-1.4056, -0.2719, 0.9133)  -0.055
C (-0.4520, -0.7008, 0.0370)  -0.389
O (-0.2464, -1.9205, -0.5238)  0.066
H (1.2412, -0.6508, -1.9506)  0.089
H (2.2375, -0.7773, -0.5141)  0.094
H (2.1861, 0.7545, -1.4207)  0.088
H (0.3967, 2.4343, 0.3097)  0.104
H (-1.6811, 1.7431, 1.8149)  0.094
H (-2.2261, -0.8642, 1.2908)  0.098
H (-0.9782, -2.4732, -0.2266)  0.116

Output
**Calculated total energy**: -8835.348 eV
**Energy above the lowest of the compared OMol25 structures with the same formula, charge and spin**: 0.8546 eV
**Orbital gap**: 0.3099 hartree

No. 5
# C5H7NO

A structure of composition C5H7NO (wB97M-V/def2-TZVPD, the Open Molecules 2025 dataset).

Last column: Löwdin charge in e.
Geometry (Å):
O (-0.9579, -0.2172, -2.9132)  -0.078
C (-0.9344, -0.8274, -1.8350)  -0.360
C (-0.5699, -0.2712, -0.6149)  -0.246
C (-0.1033, 1.1161, -0.3080)  -0.059
N (0.4202, 0.4397, 0.9171)  -0.097
C (1.6357, 0.3314, 1.2869)  0.113
C (-0.6017, -0.6457, 0.8354)  -0.074
H (-1.2374, -1.8979, -1.7764)  0.108
H (0.6977, 1.6090, -0.8713)  0.126
H (-0.8990, 1.8298, -0.0616)  0.121
H (2.3627, 1.0172, 0.8620)  0.106
H (1.9191, -0.5423, 1.8666)  0.105
H (-0.2142, -1.5878, 1.2425)  0.120
H (-1.5176, -0.3538, 1.3697)  0.115

Output
**Calculated total energy**: -8831.722 eV
**Energy above the lowest of the compared OMol25 structures with the same formula, charge and spin**: 4.4808 eV
**Orbital gap (spin up / spin down)**: 0.2273 / 0.2274 hartree

No. 6
# C5H7NO

An isolated molecule of C5H7NO in a non-equilibrium geometry (wB97M-V/def2-TZVPD, the Open Molecules 2025 dataset).

Last column: Löwdin charge in e.
Geometry (Å):
C (1.4522, -0.8646, 0.5736)  -0.047
C (0.3915, 0.1331, 0.1752)  -0.254
C (0.5179, 1.4494, 0.4497)  -0.119
O (-0.4001, 2.1896, -0.1875)  -0.034
C (-1.2612, 1.3667, -0.8351)  -0.022
C (-0.8045, -0.0283, -0.6229)  -0.205
N (-1.4447, -1.3085, -0.4973)  0.046
H (1.8494, -0.6227, 1.5654)  0.078
H (2.2935, -0.8134, -0.1309)  0.081
H (1.1312, -1.9090, 0.5856)  0.066
H (1.2184, 1.9808, 1.0674)  0.128
H (-1.8688, 2.1036, -1.4215)  0.132
H (-1.5805, -2.0386, -1.1805)  0.071
H (-1.4941, -1.6380, 0.4588)  0.080

Output
**Calculated total energy**: -8833.973 eV
**Energy above the lowest of the compared OMol25 structures with the same formula, charge and spin**: 2.2294 eV
**Orbital gap**: 0.3345 hartree